The following is a DFT calculation (the ωB97M-V functional and the def2-TZVPD basis) of 13 unconnected molecules or ions with the total composition C23H62BN14O20 in a non-equilibrium geometry.

Cartesian coordinates (Å):
O -1.549 -2.201 0.307
C -0.644 -1.388 0.212
O -0.063 -1.003 -0.937
B 0.784 0.223 -0.760
O 0.668 0.545 0.681
C -0.225 -0.254 1.277
O -0.798 -0.052 2.371
O 0.401 1.452 -1.516
C 1.427 1.943 -2.320
O 1.357 2.804 -3.150
C 2.553 0.849 -2.126
O 2.173 -0.060 -1.244
O 3.594 0.736 -2.853
O -2.018 2.915 -1.690
H -2.618 2.757 -0.961
H -1.256 2.369 -1.496
C 3.274 1.737 -6.414
O 2.941 0.520 -6.441
N 3.771 2.389 -5.370
N 3.180 2.542 -7.423
H 3.663 1.902 -4.492
H 4.042 3.360 -5.436
H 2.586 2.136 -8.131
H 3.253 3.529 -7.221
C -3.687 -1.299 -2.438
O -4.632 -1.210 -3.202
N -3.898 -1.570 -1.195
N -2.383 -1.227 -2.650
H -3.145 -1.855 -0.584
H -4.863 -1.720 -0.938
H -1.673 -1.497 -1.985
H -2.131 -1.045 -3.611
C -0.704 -0.211 -6.053
O -1.799 -0.549 -5.650
N 0.146 0.662 -5.627
N -0.342 -0.665 -7.210
H -0.058 1.174 -4.780
H 1.119 0.637 -5.897
H -1.046 -1.108 -7.783
H 0.590 -0.521 -7.571
C 6.988 -0.277 -5.317
O 8.119 0.111 -5.088
N 6.666 -1.351 -5.995
N 5.950 0.228 -4.693
H 5.719 -1.518 -6.306
H 7.396 -1.918 -6.401
H 5.987 0.817 -3.874
H 5.152 -0.371 -4.852
C -4.507 -5.446 0.582
O -3.880 -6.215 -0.137
N -4.063 -4.252 0.935
N -5.746 -5.667 0.917
H -3.212 -3.976 0.466
H -4.613 -3.750 1.617
H -6.005 -6.643 0.921
H -6.098 -5.103 1.678
C 0.632 4.596 -6.752
O 1.606 5.292 -6.741
N -0.309 4.545 -7.657
N 0.329 3.733 -5.819
H -1.147 4.005 -7.497
H -0.213 5.139 -8.469
H -0.569 3.280 -5.917
H 0.968 3.640 -5.042
C -0.878 4.371 2.304
O -1.674 4.359 1.381
N -0.360 3.214 2.825
N -0.437 5.436 2.903
H 0.464 3.310 3.401
H -0.791 2.357 2.507
H -0.689 6.348 2.549
H 0.229 5.352 3.658
C -3.291 1.369 5.177
C -3.771 0.012 4.657
C -5.288 -0.224 4.719
O -3.394 -0.146 3.343
H -3.712 1.485 6.175
H -3.698 2.208 4.612
H -2.225 1.594 5.209
H -3.115 -0.648 5.226
H -5.524 -0.966 5.481
H -5.687 -0.642 3.795
H -5.913 0.649 4.906
H -2.464 -0.367 3.253
C 2.011 -1.931 4.627
C 1.749 -1.069 5.765
C 0.524 -0.190 5.594
O 1.644 -1.865 6.952
H 3.060 -2.146 4.421
H 1.672 -1.565 3.658
H 1.590 -2.905 4.877
H 2.568 -0.372 5.942
H -0.365 -0.800 5.437
H 0.556 0.495 4.747
H 0.535 0.353 6.539
H 0.856 -2.409 6.881
C 2.954 1.716 2.602
C 4.392 1.542 2.173
C 4.509 1.122 0.714
O 5.080 2.758 2.255
H 2.428 2.430 1.967
H 2.859 2.224 3.561
H 2.383 0.788 2.634
H 4.851 0.822 2.849
H 5.538 0.958 0.393
H 4.238 1.817 -0.081
H 3.869 0.247 0.601
H 4.642 3.435 1.734
C -2.474 -4.784 6.005
C -2.890 -4.284 4.636
C -1.812 -3.571 3.922
O -3.272 -5.405 3.908
H -1.898 -4.000 6.496
H -1.784 -5.626 5.955
H -3.249 -5.000 6.740
H -3.711 -3.608 4.874
H -1.529 -2.686 4.492
H -2.099 -2.975 3.055
H -0.929 -4.176 3.720
H -3.413 -5.057 3.024

Summary:
LUMO level (eV): 1.387
Frontier orbital gap (eV): 8.09
F_max (hartree/bohr): 0.1078
Calculated total energy (Ha): -3210.29250
Net charge: -1
E_HOMO (Ha): -0.246



The following is a DFT calculation (the ωB97M-V functional and the def2-TZVPD basis) of 8 unconnected molecules or ions with the total composition C23H62O9 in a non-equilibrium geometry.

Cartesian coordinates (Å):
C -3.435 2.285 2.089
C -4.946 2.364 1.807
C -5.647 3.396 2.632
O -5.152 2.666 0.421
H -3.050 1.418 1.557
H -3.202 2.185 3.149
H -2.960 3.208 1.743
H -5.329 1.353 1.990
H -5.139 4.360 2.572
H -5.673 3.103 3.682
H -6.664 3.522 2.260
H -4.324 2.536 -0.054
C -3.169 0.084 -3.381
C -4.157 -0.854 -4.037
C -5.185 -1.354 -3.055
O -4.754 -0.176 -5.148
H -2.876 0.867 -4.083
H -2.258 -0.415 -3.053
H -3.624 0.599 -2.530
H -3.596 -1.719 -4.416
H -5.833 -2.094 -3.537
H -5.873 -0.549 -2.782
H -4.668 -1.734 -2.177
H -5.607 -0.581 -5.334
C 1.713 3.831 -3.085
C 0.386 3.071 -3.017
C -0.349 2.988 -4.344
O 0.561 1.761 -2.460
H 2.396 3.600 -2.269
H 1.528 4.905 -3.078
H 2.265 3.590 -4.004
H -0.200 3.644 -2.292
H -1.383 2.714 -4.137
H 0.089 2.162 -4.908
H -0.306 3.943 -4.862
H 1.232 1.306 -2.983
C 3.241 -4.492 -0.413
C 3.914 -3.228 -0.905
C 4.599 -2.379 0.155
O 4.868 -3.599 -1.908
H 3.964 -5.203 0.003
H 2.692 -4.934 -1.241
H 2.572 -4.283 0.428
H 3.188 -2.599 -1.421
H 5.533 -2.856 0.467
H 4.013 -2.299 1.076
H 4.803 -1.383 -0.232
H 5.282 -4.426 -1.645
C -0.215 1.129 3.877
C -0.235 1.509 5.341
C -0.451 0.305 6.227
O 1.044 2.146 5.633
H -1.199 0.818 3.526
H 0.454 0.278 3.724
H 0.178 1.938 3.262
H -1.010 2.264 5.522
H -0.240 0.469 7.286
H 0.077 -0.580 5.869
H -1.509 0.008 6.200
H 1.149 2.050 6.583
C 4.620 0.824 2.111
C 4.476 1.710 3.317
C 3.504 2.854 3.153
O 4.043 0.838 4.407
H 5.392 0.067 2.210
H 4.938 1.512 1.310
H 3.693 0.376 1.764
H 5.447 2.088 3.652
H 3.353 3.393 4.088
H 2.510 2.511 2.863
H 3.889 3.534 2.388
H 4.281 1.243 5.245
C -1.535 -3.624 -2.509
C -0.044 -3.959 -2.537
C 0.448 -4.310 -3.930
O 0.757 -2.904 -2.015
H -1.717 -2.549 -2.604
H -2.007 -3.891 -1.560
H -2.038 -4.173 -3.303
H 0.066 -4.869 -1.930
H -0.286 -4.907 -4.478
H 1.412 -4.808 -3.904
H 0.498 -3.394 -4.530
H 0.181 -2.178 -1.744
O 0.927 -2.440 0.914
C 1.341 -1.115 0.600
C 0.181 -0.181 0.357
O -0.360 -0.387 -0.929
H 0.910 -2.945 0.091
H 1.962 -0.714 1.401
H 1.931 -1.139 -0.324
H 0.493 0.857 0.546
H -0.611 -0.322 1.095
H -0.181 0.368 -1.509

Summary:
LUMO level (eV): 0.485
SMILES: CC(C)O.CC(C)O.CC(C)O.CC(C)O.CC(C)O.CC(C)O.CC(C)O.OCCO
Frontier orbital gap (eV): 10.21
F_max (hartree/bohr): 0.0402
Calculated total energy (Ha): -1590.61711
Energy relative to the best compared isomer or geometry (same formula, charge and spin) (kcal per mole): 20.3
E_HOMO (Ha): -0.357



The following is a DFT calculation (the ωB97M-V functional and the def2-TZVPD basis) of a molecular structure, C23H64BeN5O10 in a non-equilibrium geometry.

Cartesian coordinates (Å):
Be 2.170 0.002 -1.813
O -1.098 -2.127 0.344
C -0.226 -1.177 -0.035
O -0.335 -0.091 0.562
O 0.612 -1.577 -0.898
H -1.650 -1.531 0.880
C -5.400 -2.546 -0.066
C -4.443 -1.967 -1.204
C -4.089 -0.467 -1.027
O -3.157 -0.071 -2.019
C -3.765 0.064 -3.313
N -3.352 -2.919 -1.558
H -5.577 -3.599 -0.280
H -6.312 -1.961 -0.165
H -4.857 -2.491 0.878
H -5.042 -2.072 -2.114
H -3.599 -0.393 -0.052
H -5.006 0.125 -1.034
H -4.271 -0.820 -3.694
H -2.906 0.277 -3.956
H -4.317 0.998 -3.446
H -2.835 -2.323 -2.203
H -2.759 -2.899 -0.733
C 2.317 2.632 2.354
C 2.022 2.902 0.855
C 3.132 3.735 0.233
O 4.396 3.140 0.451
C 5.496 3.667 -0.248
N 1.806 1.553 0.276
H 3.329 2.308 2.599
H 1.737 1.791 2.740
H 1.986 3.473 2.965
H 1.012 3.307 0.935
H 3.181 4.699 0.754
H 2.998 4.111 -0.786
H 5.751 4.698 0.011
H 5.477 3.623 -1.343
H 6.396 3.109 0.015
H 2.203 0.963 0.995
H 0.824 1.298 0.367
C -5.617 2.090 2.899
C -5.299 0.627 2.622
C -4.250 -0.004 3.561
O -3.723 -1.251 3.193
C -2.586 -1.640 3.959
N -6.524 -0.134 2.654
H -6.394 2.378 2.191
H -4.746 2.705 2.668
H -5.971 2.299 3.908
H -4.751 0.531 1.678
H -4.555 -0.011 4.615
H -3.505 0.806 3.581
H -2.856 -1.766 5.008
H -1.860 -0.843 3.772
H -2.121 -2.546 3.578
H -6.201 -1.097 2.709
H -6.925 0.009 3.577
C 6.554 -0.360 -0.175
C 5.035 -0.591 -0.245
C 4.405 -0.574 1.131
O 3.047 -0.995 1.128
C 2.463 -1.058 2.411
N 4.503 0.468 -1.160
H 6.966 -1.094 0.523
H 6.856 0.558 0.338
H 7.135 -0.456 -1.091
H 4.925 -1.585 -0.682
H 4.498 0.438 1.537
H 4.849 -1.381 1.720
H 2.829 -0.413 3.212
H 2.644 -2.066 2.803
H 1.376 -1.050 2.336
H 5.192 0.415 -1.909
H 4.837 1.349 -0.768
C 3.126 3.510 -4.640
C 2.544 2.448 -3.644
C 1.028 2.494 -3.489
O 0.649 1.693 -2.414
C -0.675 1.977 -1.892
N 2.960 1.096 -3.983
H 2.996 4.573 -4.425
H 2.469 3.454 -5.514
H 4.180 3.441 -4.906
H 3.070 2.550 -2.690
H 0.555 2.120 -4.407
H 0.680 3.531 -3.510
H -1.361 2.248 -2.692
H -0.599 2.751 -1.126
H -0.996 1.099 -1.333
H 2.585 0.886 -4.907
H 3.959 1.160 -4.151
C -2.170 -4.543 1.655
O -2.377 -5.777 2.355
H -2.766 -3.822 2.217
H -1.149 -4.158 1.678
H -2.457 -4.688 0.617
H -2.238 -5.691 3.300
C 0.484 -4.883 -0.938
O 1.672 -4.126 -0.767
H 0.345 -5.678 -0.205
H -0.498 -4.402 -0.947
H 0.534 -5.266 -1.961
H 1.375 -3.203 -0.796

Summary:
LUMO level (eV): -4.290
Frontier orbital gap (eV): 6.54
F_max (hartree/bohr): 0.0592
Calculated total energy (Ha): -1955.22655
Net charge: +1
Energy relative to the best compared isomer or geometry (same formula, charge and spin) (kcal per mole): 13.6
E_HOMO (Ha): -0.398



The following is a DFT calculation (the ωB97M-V functional and the def2-TZVPD basis) of a molecular structure, C23H66F3O14SSn in a non-equilibrium geometry.

Cartesian coordinates (Å):
Sn 4.065 -2.411 -2.557
C -0.335 -0.749 0.236
F 0.575 -0.981 1.099
F -1.062 -1.888 0.030
F -1.116 0.242 0.592
S 0.461 -0.297 -1.434
O -0.696 -0.107 -2.312
O 1.310 0.886 -1.252
O 1.342 -1.475 -1.732
C 3.361 -0.297 4.413
C 2.068 -1.028 4.275
O 2.462 -2.149 3.494
H 3.198 0.478 5.161
H 3.715 0.199 3.509
H 4.198 -0.891 4.781
H 1.421 -0.293 3.796
H 1.755 -1.372 5.261
H 2.410 -2.957 4.010
C -2.308 2.540 4.269
C -3.050 1.736 3.249
O -3.689 0.690 3.899
H -2.835 2.932 5.139
H -1.836 3.364 3.733
H -1.531 1.850 4.598
H -2.318 1.335 2.548
H -3.764 2.255 2.609
H -3.195 -0.094 3.647
C 3.333 2.835 -3.913
C 3.073 1.438 -4.455
O 3.117 0.558 -3.382
H 4.208 2.934 -3.270
H 2.412 3.029 -3.363
H 3.418 3.575 -4.708
H 3.839 1.166 -5.182
H 2.143 1.454 -5.023
H 2.424 0.770 -2.752
C -4.432 -0.262 -0.042
C -5.422 0.390 -1.006
O -4.626 0.562 -2.180
H -4.932 -0.442 0.909
H -3.702 0.510 0.201
H -3.938 -1.162 -0.409
H -5.836 1.376 -0.795
H -6.219 -0.340 -1.147
H -5.266 0.871 -2.826
C -2.084 -3.623 2.400
C -2.175 -5.195 2.558
O -3.524 -5.673 2.689
H -2.786 -3.174 1.697
H -1.035 -3.434 2.172
H -2.314 -3.098 3.327
H -1.414 -5.619 3.213
H -1.925 -5.656 1.602
H -3.514 -6.628 2.591
C -2.546 3.279 -0.738
C -2.536 4.572 0.037
O -1.413 5.300 -0.373
H -3.524 2.801 -0.670
H -1.842 2.523 -0.390
H -2.418 3.463 -1.805
H -2.505 4.446 1.120
H -3.502 5.033 -0.172
H -0.733 4.626 -0.445
C 0.754 3.644 1.770
C 1.671 3.753 0.484
O 0.782 3.449 -0.552
H 0.986 4.506 2.394
H 1.025 2.693 2.228
H -0.306 3.771 1.548
H 2.586 3.161 0.495
H 1.995 4.769 0.257
H 0.955 2.520 -0.725
C -1.592 -5.378 -1.771
C -2.619 -4.272 -1.968
O -1.856 -3.096 -2.224
H -2.023 -6.379 -1.759
H -0.991 -5.208 -0.877
H -0.981 -5.532 -2.660
H -3.297 -4.266 -1.114
H -3.185 -4.676 -2.807
H -1.260 -2.947 -1.486
C 2.298 -5.370 -0.214
C 2.329 -4.253 0.831
O 2.982 -3.068 0.365
H 3.253 -5.890 -0.284
H 1.993 -5.154 -1.238
H 1.588 -6.142 0.083
H 2.881 -4.728 1.642
H 1.280 -4.124 1.100
H 2.827 -2.347 0.980
C 0.050 3.982 -4.931
C -0.534 3.053 -3.893
O -1.687 2.529 -4.560
H -0.582 4.844 -5.149
H 0.070 3.308 -5.787
H 1.047 4.326 -4.655
H -0.783 3.590 -2.978
H 0.091 2.215 -3.583
H -2.102 3.294 -4.966
C 5.894 0.704 0.879
C 4.360 0.429 0.703
O 3.969 0.230 -0.626
H 6.074 1.773 0.761
H 6.463 0.123 0.153
H 6.247 0.375 1.856
H 3.751 1.144 1.255
H 4.153 -0.528 1.183
H 3.037 0.451 -0.693

Summary:
⟨S²⟩: 0.7526
LUMO level (alpha / beta) (eV): -1.870 / -1.739
Frontier orbital gap (alpha / beta) (eV): 6.07 / 7.55
F_max (hartree/bohr): 0.0750
Calculated total energy (Ha): -2881.08613
Multiplicity: 2
E_HOMO (alpha / beta) (Ha): -0.292 / -0.341